1.
The following is a quantum chemistry calculation of a 11-piece molecular cluster, C33H77N11O11 overall at a distorted geometry, from the Open Molecules 2025 dataset.

Summary:
2S+1: 1
Charge: 0
LUMO energy, eV: -0.1
SMILES: CN(C)C=O.CN(C)C=O.CN(C)C=O.CN(C)C=O.CN(C)C=O.CN(C)C=O.CN(C)C=O.CN(C)C=O.CN(C)C=O.CN(C)C=O.CN(C)C=O
HOMO-LUMO gap, Ha: 0.30543
Energy, eV: -74378.0783

Geometry as XYZ:
```
132
C33H77N11O11 (the ωB97M-V functional and the def2-TZVPD basis)
C 0.85 1.03 -3.25
N -0.05 1.58 -4.35
C 0.44 2.58 -5.35
C -1.34 1.31 -4.24
O -2.22 1.88 -4.92
H 1.24 1.76 -2.54
H 1.70 0.46 -3.63
H 0.31 0.34 -2.59
H 1.45 2.36 -5.68
H -0.09 3.00 -6.20
H 0.57 3.38 -4.61
H -1.60 0.58 -3.47
C 7.89 1.99 0.63
N 6.48 2.00 1.15
C 5.85 0.67 1.09
C 5.90 3.17 1.60
O 4.76 3.31 2.12
H 8.41 1.03 0.70
H 8.40 2.69 1.30
H 7.87 2.35 -0.40
H 6.63 -0.09 1.16
H 5.18 0.44 1.92
H 5.27 0.56 0.18
H 6.52 4.05 1.39
C 5.50 -0.91 -4.93
N 5.32 0.27 -4.08
C 5.49 0.01 -2.65
C 4.74 1.45 -4.48
O 4.51 1.69 -5.71
H 4.95 -1.69 -4.41
H 6.53 -1.27 -4.95
H 5.19 -0.87 -5.98
H 4.57 -0.43 -2.27
H 6.28 -0.69 -2.35
H 5.56 0.87 -1.99
H 4.37 2.00 -3.60
C 3.44 -4.25 -4.04
N 3.04 -4.58 -2.68
C 3.10 -6.07 -2.39
C 2.89 -3.67 -1.67
O 2.64 -3.86 -0.45
H 4.33 -4.86 -4.21
H 3.93 -3.28 -4.12
H 2.65 -4.27 -4.78
H 2.76 -6.31 -1.38
H 2.63 -6.72 -3.13
H 4.12 -6.45 -2.38
H 3.08 -2.65 -2.03
C -4.32 1.54 3.42
N -5.19 0.95 4.39
C -4.36 0.33 5.48
C -6.52 0.99 4.39
O -7.26 0.44 5.15
H -4.93 2.03 2.66
H -3.67 0.79 2.99
H -3.76 2.38 3.83
H -4.78 -0.67 5.62
H -3.29 0.29 5.31
H -4.65 0.82 6.41
H -6.97 1.68 3.66
C 0.62 -1.52 5.48
N 0.22 -2.39 4.35
C 1.03 -2.19 3.12
C -0.92 -3.14 4.47
O -1.40 -3.80 3.55
H 0.53 -0.47 5.20
H 1.68 -1.47 5.74
H 0.02 -1.73 6.36
H 1.96 -2.74 3.25
H 0.59 -2.55 2.19
H 1.24 -1.13 2.92
H -1.28 -3.06 5.51
C -4.55 2.92 -0.75
N -3.25 3.65 -0.78
C -3.47 5.14 -0.66
C -2.05 3.02 -0.87
O -1.02 3.64 -1.10
H -4.90 3.00 0.28
H -4.33 1.86 -0.89
H -5.26 3.18 -1.53
H -2.60 5.75 -0.90
H -4.28 5.54 -1.27
H -3.73 5.38 0.37
H -2.06 1.92 -0.79
C 1.87 -0.47 -0.02
N 0.69 0.27 0.45
C 0.84 1.72 0.61
C -0.51 -0.38 0.63
O -1.67 0.00 0.89
H 2.60 -0.24 0.75
H 2.16 -0.08 -0.99
H 1.67 -1.51 -0.27
H 0.54 2.11 -0.36
H 0.10 2.24 1.23
H 1.87 1.99 0.85
H -0.31 -1.40 0.27
C 0.50 4.58 5.57
N -0.68 3.98 4.93
C -0.72 2.47 4.78
C -1.68 4.83 4.58
O -2.82 4.51 4.37
H 0.15 5.38 6.22
H 1.14 5.05 4.82
H 1.04 3.87 6.20
H -1.77 2.37 4.53
H 0.01 2.30 3.99
H -0.26 1.84 5.54
H -1.33 5.87 4.67
C -5.39 -1.75 -1.16
N -6.03 -1.44 0.10
C -5.08 -1.23 1.21
C -7.37 -1.66 0.38
O -7.94 -1.32 1.43
H -6.11 -1.51 -1.95
H -5.09 -2.80 -1.23
H -4.43 -1.30 -1.41
H -4.47 -2.14 1.19
H -4.37 -0.42 1.07
H -5.71 -1.21 2.10
H -8.02 -1.99 -0.44
C -1.99 -4.46 -4.80
N -1.38 -3.80 -3.62
C -1.07 -4.79 -2.63
C -1.50 -2.54 -3.31
O -1.32 -2.04 -2.23
H -2.28 -3.82 -5.64
H -2.85 -5.03 -4.46
H -1.29 -5.04 -5.42
H -0.57 -4.37 -1.76
H -2.01 -5.26 -2.33
H -0.54 -5.67 -2.98
H -1.69 -1.98 -4.24
```

2.
The following is a quantum chemistry calculation of C12H47BN3O8Y as an isolated structure at a distorted geometry, from the Open Molecules 2025 dataset.

Summary:
2S+1: 1
Charge: +2
LUMO energy, eV: -9.5
HOMO-LUMO gap, Ha: 0.12411
Energy, eV: -35755.2015

Geometry as XYZ:
```
72
C12H47BN3O8Y (the ωB97M-V functional and the def2-TZVPD basis)
Y 3.24 2.25 -0.21
B 1.19 0.82 0.00
H 0.66 1.55 -0.61
H 2.11 0.50 -0.46
H 1.40 1.39 0.89
H 0.57 -0.02 0.25
C -5.57 -0.93 0.91
C -4.58 0.11 0.49
C -3.50 -0.41 -0.52
O -2.67 -1.43 0.06
C -1.55 -1.81 -0.71
N -5.16 1.40 0.02
H -6.40 -0.62 1.55
H -5.05 -1.55 1.64
H -6.04 -1.57 0.15
H -4.09 0.41 1.41
H -2.79 0.38 -0.77
H -4.02 -0.82 -1.39
H -1.80 -2.32 -1.64
H -0.90 -2.47 -0.13
H -1.06 -0.87 -0.96
H -4.41 2.06 0.16
H -5.86 1.58 0.72
C 1.91 -2.93 0.17
C 3.28 -3.50 -0.12
C 4.01 -4.18 1.07
O 5.38 -4.47 0.64
C 6.03 -5.28 1.69
N 2.99 -4.49 -1.15
H 1.23 -3.71 0.51
H 1.42 -2.38 -0.63
H 1.98 -2.21 0.98
H 3.84 -2.62 -0.44
H 3.52 -5.05 1.50
H 4.01 -3.58 1.98
H 7.00 -5.57 1.30
H 5.49 -6.20 1.91
H 6.13 -4.82 2.68
H 3.83 -4.99 -1.39
H 2.75 -3.96 -1.98
C -3.11 3.52 -1.92
C -2.02 3.92 -0.90
C -1.97 3.29 0.53
O -3.10 3.88 1.23
C -3.13 3.56 2.60
N -0.74 3.80 -1.60
H -4.12 3.66 -1.53
H -3.07 2.46 -2.14
H -3.06 4.04 -2.87
H -2.17 4.99 -0.71
H -1.02 3.51 1.02
H -2.01 2.20 0.50
H -4.06 4.00 2.97
H -2.27 3.96 3.14
H -3.21 2.50 2.84
H 0.10 3.79 -1.05
H -0.60 4.66 -2.11
O 4.20 0.55 -1.70
H 3.73 0.10 -2.41
H 5.12 0.46 -1.92
O 4.12 0.12 0.92
H 3.72 -0.37 1.63
H 4.88 -0.40 0.66
O -0.51 1.16 -2.47
H -0.79 2.07 -2.50
H -0.44 0.97 -1.53
O 0.58 -0.20 2.93
H -0.37 -0.32 2.94
H 0.79 0.01 2.02
O 2.23 2.21 -2.39
H 2.43 1.72 -3.19
H 1.33 2.52 -2.52
```

3.
The following is a quantum chemistry calculation of C26H33N5O3Pt as an isolated structure, from the Open Molecules 2025 dataset.

Summary:
2S+1: 1
Charge: +2
LUMO energy, eV: -6.7
HOMO-LUMO gap, Ha: 0.26073
Energy, eV: -44321.5775

Geometry as XYZ:
```
68
C26H33N5O3Pt (the ωB97M-V functional and the def2-TZVPD basis)
Pt 0.32 0.11 -1.07
C 1.98 -1.58 -2.93
N 1.50 -0.15 -2.82
C 2.76 0.68 -2.71
C 3.35 0.69 -1.30
C 2.79 1.83 -0.48
N 1.32 1.84 -0.58
C 0.73 2.97 -0.36
C -0.64 3.32 -0.51
C -1.01 4.64 -0.14
C -2.30 5.07 -0.30
C -3.25 4.19 -0.83
C -2.92 2.91 -1.21
C -1.60 2.45 -1.06
O -1.34 1.23 -1.47
C 0.75 0.12 -4.12
C -0.75 0.17 -3.97
C -1.34 -1.07 -3.31
N -0.83 -1.33 -1.93
C -1.30 -2.29 -1.23
C -0.69 -2.76 -0.01
C -1.33 -3.77 0.72
C -0.73 -4.36 1.80
C 0.56 -3.95 2.16
C 1.21 -2.95 1.46
C 0.61 -2.34 0.37
O 1.35 -1.44 -0.31
H 2.59 -1.64 -3.83
H 1.14 -2.25 -3.02
H 2.57 -1.85 -2.07
H 2.55 1.68 -3.09
H 3.48 0.23 -3.40
H 4.43 0.78 -1.35
H 3.15 -0.27 -0.83
H 3.14 2.77 -0.91
H 3.12 1.79 0.56
H 1.39 3.79 -0.08
H -0.25 5.30 0.26
H -2.58 6.08 -0.02
H -4.27 4.52 -0.95
H -3.66 2.24 -1.62
H 1.02 -0.70 -4.79
H 1.14 1.04 -4.56
H -1.18 0.28 -4.96
H -1.04 1.06 -3.42
H -1.08 -1.95 -3.90
H -2.43 -0.99 -3.27
H -2.15 -2.86 -1.63
H -2.32 -4.09 0.40
H -1.23 -5.14 2.35
H 1.05 -4.43 2.99
H 2.22 -2.66 1.73
N -0.52 0.30 0.79
C -0.68 0.12 1.93
N -0.87 0.00 3.19
C -0.10 0.80 4.18
C 0.53 -0.16 5.18
O -0.47 -0.96 5.77
C -1.11 -1.79 4.82
C -1.83 -0.95 3.78
H -0.80 1.46 4.68
H 0.65 1.40 3.65
H 1.01 0.40 5.98
H 1.28 -0.79 4.68
H -1.82 -2.40 5.36
H -0.37 -2.44 4.33
H -2.63 -0.38 4.24
H -2.25 -1.57 2.98
```

4.
The following is a quantum chemistry calculation of an isolated molecule of C4H9NO at a distorted geometry, from the Open Molecules 2025 dataset.

Summary:
2S+1: 1
Charge: 0
LUMO energy, eV: 0.9
SMILES: CC(=O)[C@H](C)N
HOMO-LUMO gap, Ha: 0.34656
Energy, eV: -7828.8252

Geometry as XYZ:
```
15
C4H9NO (the ωB97M-V functional and the def2-TZVPD basis)
C 1.77 -0.22 -1.39
C 0.73 -1.00 -0.64
O 0.63 -2.21 -0.52
C -0.53 -0.01 0.05
C -0.74 1.39 0.93
N -1.36 -0.82 0.85
H 1.25 0.43 -2.09
H 2.10 0.46 -0.57
H 2.29 -0.95 -2.03
H -1.06 0.36 -0.75
H -1.65 1.45 1.50
H -0.15 1.33 1.76
H -0.65 2.21 0.32
H -1.26 -1.73 0.72
H -1.38 -0.70 1.87
```